DFT (wB97M-V/def2-TZVPD) results for 14 unconnected molecules or ions with the total composition C80H69Cl2N13O26 in a non-equilibrium geometry.

Last column: Löwdin charge in e.
CARTESIAN COORDINATES (ANGSTROEM)
Cl1 -8.731 -5.624 2.637  0.516
C1 -9.869 -7.021 2.635  -0.648
C2 -9.329 -8.214 1.892  -0.730
Cl2 -10.206 -9.668 2.212  0.593
H1 -10.714 -6.625 2.072  0.066
H2 -10.063 -7.259 3.681  0.066
H3 -8.302 -8.434 2.183  0.065
H4 -9.380 -8.094 0.810  0.072
C3 8.075 -2.243 -5.565  -0.099
C4 8.602 -3.331 -4.890  -0.053
C5 7.733 -4.394 -4.464  0.028
C6 6.362 -4.236 -4.735  -0.162
C7 5.879 -3.133 -5.360  -0.014
C8 6.734 -2.111 -5.817  -0.055
N1 5.416 -5.320 -4.377  -0.297
O1 4.210 -5.005 -4.298  0.055
O2 5.852 -6.498 -4.209  0.046
H5 8.821 -1.566 -5.953  0.106
H6 9.667 -3.421 -4.735  0.102
H7 8.150 -5.281 -4.011  0.111
H8 4.829 -3.005 -5.579  0.120
H9 6.284 -1.156 -6.044  0.111
C9 7.075 9.446 3.644  -0.085
C10 7.686 10.633 3.204  -0.060
C11 7.458 11.096 1.907  -0.016
C12 6.504 10.479 1.083  -0.103
C13 5.865 9.304 1.598  0.006
C14 6.254 8.734 2.821  -0.080
N2 6.140 10.995 -0.298  -0.325
O3 5.277 10.409 -0.986  0.048
O4 6.679 12.040 -0.622  0.073
H10 7.371 9.077 4.615  0.107
H11 8.296 11.245 3.852  0.106
H12 8.034 11.942 1.565  0.113
H13 5.152 8.803 0.960  0.107
H14 5.712 7.889 3.217  0.108
C15 -1.383 0.578 1.574  -0.072
C16 -1.875 0.160 0.333  -0.063
C17 -1.163 0.556 -0.797  -0.015
C18 -0.064 1.400 -0.704  -0.132
C19 0.349 1.853 0.540  -0.017
C20 -0.270 1.434 1.712  -0.051
N3 0.749 1.788 -1.903  -0.357
O5 0.392 1.253 -2.921  0.084
O6 1.577 2.666 -1.793  0.081
H15 -1.980 0.284 2.425  0.099
H16 -2.724 -0.492 0.188  0.107
H17 -1.505 0.138 -1.732  0.115
H18 1.221 2.491 0.540  0.114
H19 0.037 1.775 2.689  0.105
C21 -7.945 -3.455 12.236  -0.051
C22 -7.088 -2.593 12.948  -0.077
C23 -5.958 -2.201 12.353  -0.031
C24 -5.451 -2.771 11.161  -0.109
C25 -6.341 -3.634 10.479  -0.014
C26 -7.585 -3.944 10.974  -0.073
N4 -4.163 -2.304 10.627  -0.332
O7 -3.762 -2.864 9.605  0.064
O8 -3.565 -1.360 11.160  0.065
H20 -8.873 -3.809 12.658  0.103
H21 -7.442 -2.253 13.910  0.113
H22 -5.266 -1.604 12.928  0.119
H23 -6.102 -4.051 9.512  0.115
H24 -8.242 -4.446 10.278  0.109
C27 9.974 6.097 -3.208  -0.085
C28 10.143 7.429 -3.556  -0.074
C29 10.938 8.211 -2.775  -0.013
C30 11.574 7.676 -1.631  -0.108
C31 11.361 6.342 -1.326  -0.012
C32 10.561 5.514 -2.111  -0.063
N5 12.563 8.515 -0.876  -0.372
O9 12.793 9.625 -1.159  0.112
O10 13.267 7.924 -0.060  0.052
H25 9.414 5.394 -3.806  0.106
H26 9.717 7.814 -4.471  0.112
H27 11.227 9.168 -3.183  0.119
H28 11.878 5.891 -0.491  0.116
H29 10.313 4.502 -1.829  0.111
C33 -10.429 1.700 6.956  -0.078
C34 -11.607 2.440 6.706  -0.060
C35 -11.741 3.248 5.573  -0.013
C36 -10.719 3.362 4.617  -0.124
C37 -9.530 2.658 4.892  0.015
C38 -9.418 1.834 6.048  -0.076
N6 -10.903 4.052 3.304  -0.335
O11 -11.967 4.471 2.963  0.100
O12 -9.917 4.095 2.520  0.035
H30 -10.309 1.082 7.834  0.107
H31 -12.446 2.247 7.358  0.102
H32 -12.589 3.906 5.452  0.114
H33 -8.720 2.743 4.183  0.109
H34 -8.541 1.249 6.283  0.104
C39 -2.263 8.470 1.178  -0.068
C40 -1.618 9.605 0.721  -0.088
C41 -1.943 10.162 -0.483  -0.004
C42 -2.973 9.602 -1.278  -0.134
C43 -3.611 8.501 -0.830  -0.029
C44 -3.250 7.875 0.381  -0.046
N7 -3.450 10.242 -2.549  -0.321
O13 -2.806 11.230 -2.879  0.072
O14 -4.270 9.628 -3.248  0.064
H35 -1.948 8.019 2.107  0.103
H36 -0.804 10.002 1.310  0.110
H37 -1.338 10.988 -0.829  0.117
H38 -4.328 7.927 -1.399  0.119
H39 -3.787 6.951 0.537  0.104
C45 7.341 -6.758 1.669  -0.081
C46 8.560 -6.122 1.635  -0.083
C47 8.644 -4.749 1.612  -0.007
C48 7.458 -3.985 1.612  -0.127
C49 6.228 -4.646 1.649  -0.007
C50 6.173 -6.037 1.615  -0.064
N8 7.471 -2.500 1.655  -0.366
O15 6.638 -1.938 0.998  0.092
O16 8.357 -1.941 2.279  0.080
H40 7.377 -7.836 1.614  0.110
H41 9.496 -6.650 1.523  0.110
H42 9.586 -4.222 1.579  0.117
H43 5.353 -4.018 1.568  0.116
H44 5.181 -6.463 1.642  0.110
C51 -0.284 -4.192 -10.155  -0.033
C52 -1.117 -4.482 -9.067  -0.077
C53 -1.273 -5.797 -8.728  -0.020
C54 -0.718 -6.856 -9.472  -0.122
C55 0.175 -6.559 -10.491  -0.042
C56 0.412 -5.266 -10.864  -0.048
N9 -1.109 -8.267 -9.173  -0.332
O17 -2.165 -8.528 -8.570  0.055
O18 -0.283 -9.126 -9.392  0.079
H45 -0.179 -3.153 -10.429  0.095
H46 -1.628 -3.733 -8.479  0.110
H47 -1.936 -6.142 -7.948  0.115
H48 0.603 -7.333 -11.111  0.119
H49 1.073 -5.147 -11.709  0.102
C57 -1.642 -7.931 2.417  -0.075
C58 -2.112 -7.949 1.104  -0.061
C59 -2.537 -9.166 0.588  -0.019
C60 -2.298 -10.329 1.287  -0.131
C61 -1.805 -10.335 2.582  -0.013
C62 -1.528 -9.106 3.171  -0.064
N10 -2.795 -11.659 0.695  -0.276
O19 -3.105 -11.625 -0.533  0.045
O20 -2.931 -12.625 1.496  0.044
H50 -1.392 -6.976 2.856  0.102
H51 -2.201 -7.013 0.571  0.108
H52 -3.041 -9.170 -0.367  0.119
H53 -1.765 -11.271 3.119  0.115
H54 -1.286 -9.029 4.221  0.104
C63 -13.172 -3.078 -3.116  -0.109
C64 -12.904 -4.361 -3.488  -0.062
C65 -11.569 -4.727 -3.591  -0.004
C66 -10.540 -3.882 -3.239  -0.163
C67 -10.825 -2.589 -2.782  0.033
C68 -12.201 -2.235 -2.666  -0.058
N11 -9.176 -4.277 -3.495  -0.345
O21 -8.256 -3.449 -3.450  0.066
O22 -9.017 -5.443 -3.795  0.078
H55 -14.192 -2.727 -3.156  0.111
H56 -13.772 -4.957 -3.730  0.113
H57 -11.362 -5.709 -3.989  0.119
H58 -10.017 -1.916 -2.538  0.115
H59 -12.504 -1.251 -2.341  0.106
C69 0.299 6.703 -8.663  -0.067
C70 1.403 7.274 -9.293  -0.056
C71 1.361 7.386 -10.671  -0.012
C72 0.485 6.638 -11.439  -0.144
C73 -0.508 5.942 -10.753  -0.016
C74 -0.599 5.931 -9.377  -0.069
N12 0.575 6.509 -12.888  -0.356
O23 1.527 7.000 -13.437  0.092
O24 -0.255 5.802 -13.449  0.068
H60 0.131 6.749 -7.597  0.107
H61 2.223 7.717 -8.748  0.109
H62 2.134 7.945 -11.177  0.117
H63 -1.247 5.387 -11.312  0.116
H64 -1.424 5.336 -9.013  0.111
C75 7.522 -3.901 7.989  -0.078
C76 8.580 -3.040 7.901  -0.074
C77 8.307 -1.693 7.910  -0.016
C78 7.031 -1.166 7.904  -0.150
C79 5.966 -2.039 7.780  -0.001
C80 6.193 -3.421 7.926  -0.047
N13 6.853 0.298 7.898  -0.321
O25 7.885 1.010 7.954  0.053
O26 5.707 0.684 7.758  0.083
H65 7.663 -4.972 7.974  0.104
H66 9.604 -3.382 7.879  0.112
H67 9.108 -0.973 7.983  0.118
H68 4.939 -1.736 7.638  0.115
H69 5.452 -4.204 7.862  0.101

Forces on atoms 1 to 2 (eV/Å):
0.180 -0.307 -0.054
-0.184 0.487 -0.284

Calculated values
**Molecular weight**: 1699.4 u
**Multiplicity**: 1
**LUMO energy**: -1.0455 eV